[1]
Computed, not measured: 2 unconnected molecules or ions with the total composition C4H13NO, with wB97M-V/def2-TZVPD.

Positions of all 19 atoms, in Å:
H (1.897846, 1.851347, -0.912024)
H (-2.022250, -0.470231, 0.931341)
H (1.343100, 0.399274, -1.746220)
H (2.242881, 0.635762, 0.920940)
H (-0.940739, -2.371562, -0.525162)
H (0.951664, 0.716572, 2.135262)
H (-1.114954, 0.072350, -1.181179)
H (-0.349064, 1.551804, 0.436245)
C (1.006783, 1.269036, -1.166738)
H (-3.471426, -0.042271, 1.413818)
H (0.708867, -1.894863, -0.105783)
N (-0.704538, -0.295210, -0.334624)
O (-2.593629, -0.302287, 1.717496)
H (0.112084, -1.692196, -1.746260)
H (1.240515, -0.756080, 1.371083)
C (-0.165303, -1.619185, -0.684350)
C (0.274516, 0.744560, 0.070933)
H (0.338637, 1.890659, -1.766250)
C (1.245019, 0.312512, 1.171471)

Force components x, y, z for each atom (eV/Å):
H -0.2 0.0 0.0
H -0.2 0.4 0.1
H 0.0 0.3 -0.1
H 0.4 0.0 0.1
H 0.1 0.0 0.1
H 0.0 0.4 0.0
H -0.4 0.0 0.0
H -0.1 0.2 0.3
C 0.3 -0.3 0.1
H 0.3 -0.1 -0.1
H 0.0 0.1 0.1
N 0.5 -0.3 0.2
O -0.1 -0.1 0.2
H 0.1 0.0 0.2
H 0.2 -0.1 -0.3
C -0.2 -0.1 -0.7
C 0.0 0.0 -0.4
H 0.1 -0.1 -0.1
C -0.7 -0.3 0.3

SMILES ... CNC(C)C.O

---

[2]
Computed, not measured: C3H6O3 in the gas phase, with wB97M-V/def2-TZVPD.

Positions of all 12 atoms, in Å:
C (-0.047801, 0.366857, -0.122372)
H (-1.617022, -2.438752, -0.149724)
H (0.676730, 0.730020, 1.899767)
O (-0.331128, 0.853680, -1.192262)
C (-1.373699, -1.483895, -0.615045)
H (-0.883694, -1.637090, -1.579669)
H (2.520007, 1.450410, 0.015138)
O (2.229806, 0.723991, 0.572010)
H (-2.278958, -0.889626, -0.766974)
H (0.717304, 2.109618, 0.767060)
O (-0.497143, -0.819911, 0.298573)
C (0.885598, 1.034699, 0.873498)

Force components x, y, z for each atom (eV/Å):
C -0.1 0.1 -0.3
H 0.0 0.1 -0.1
H 0.0 -0.1 -0.1
O 0.1 -0.2 0.4
C -0.2 -0.2 -0.1
H 0.0 0.0 0.2
H 0.4 -0.2 -0.2
O 0.1 0.2 -0.1
H 0.1 -0.1 0.0
H -0.1 -0.1 0.2
O 0.1 0.2 0.0
C -0.3 0.2 0.2

SMILES ... COC(=O)CO

---

[3]
Computed, not measured: a molecular structure, C11H17Cl12GaN3O2S, with wB97M-V/def2-TZVPD.

Positions of all 47 atoms, in Å:
Cl (-3.512287, -3.369230, -0.504384)
Cl (-5.690195, -4.253266, 4.299881)
C (1.615662, 1.310098, 0.380704)
Cl (-5.804541, -4.844932, 0.478978)
H (-7.960378, -4.302345, 4.851527)
C (2.166176, 2.369558, 1.302965)
H (5.108394, -1.412437, 1.180904)
C (-7.260267, -5.031869, 4.467981)
O (1.344508, 1.540903, -0.788005)
C (4.584932, -0.590286, 0.698310)
H (-0.592213, 0.407058, 0.288620)
H (2.635123, 0.957148, -4.698100)
C (5.429510, -0.087116, -0.467899)
Cl (-3.451516, -0.667245, 0.918921)
H (-0.464840, -0.544450, 1.730314)
Ga (2.683137, -1.191626, 0.182849)
C (0.686783, 5.214736, -3.234068)
H (1.430162, 4.480911, -2.939077)
C (-4.972484, -4.239933, -0.956463)
O (3.988385, 0.871996, -3.056848)
N (1.399579, 0.055043, 1.000960)
C (3.069181, 1.432811, -3.843440)
H (-4.775475, 1.219038, 1.299116)
Cl (-7.179671, -6.371424, 5.616725)
Cl (-0.774454, 4.354591, -3.719889)
N (3.469808, 2.853245, -2.320249)
Cl (-7.853797, -5.588016, 2.900472)
H (2.734765, 3.106048, 0.745147)
H (-4.688186, -5.086284, -1.566755)
H (4.500608, 0.211518, 1.433440)
Cl (-2.619393, 2.099130, 1.392990)
H (5.275872, -0.649294, -1.382957)
S (5.245710, 1.702090, -0.757493)
C (0.007934, -0.362408, 0.764428)
C (-3.837735, 0.866829, 1.706243)
N (2.731806, 2.590019, -3.472285)
H (-0.088301, -1.247924, 0.131729)
H (6.489946, -0.198986, -0.240315)
Cl (0.358516, 6.271067, -1.855261)
H (2.539528, -1.268415, -1.422206)
Cl (-4.056334, 0.633455, 3.447326)
C (4.178035, 1.830779, -2.115453)
H (1.326022, 2.797833, 1.842921)
Cl (-6.047708, -3.211279, -1.910403)
H (2.462522, -2.684172, 0.767566)
Cl (1.338770, 6.146046, -4.589715)
H (2.828397, 1.880988, 2.010249)

Force components x, y, z for each atom (eV/Å):
Cl 0.1 -0.3 -0.2
Cl 0.0 0.0 0.0
C -0.1 -0.8 -0.1
Cl 0.0 0.0 -0.1
H 0.0 0.0 0.0
C 0.6 -0.4 -0.3
H 0.0 -0.2 0.1
C 0.1 0.0 0.0
O -0.2 0.4 0.4
C -0.6 0.4 -0.3
H 0.1 0.2 -0.2
H 0.2 -0.6 -0.1
C 0.3 -0.3 0.4
Cl -0.2 0.4 0.2
H -0.1 -0.3 0.1
Ga 0.7 -0.7 0.1
C 0.1 -0.1 0.1
H 0.0 0.0 0.0
C 0.0 0.1 0.1
O 0.6 -0.8 0.2
N -0.4 1.0 -0.4
C -0.5 -0.2 -0.5
H 0.0 0.0 0.0
Cl 0.0 0.0 0.0
Cl 0.0 0.0 0.0
N -0.9 1.6 -0.3
Cl -0.1 0.0 0.1
H -0.2 0.3 -0.1
H 0.0 0.0 0.0
H 0.1 0.0 0.2
Cl -0.1 0.0 0.0
H -0.2 0.1 -0.3
S 0.3 -0.3 -0.2
C 0.1 -0.2 0.1
C 0.1 0.0 0.0
N -0.3 1.4 0.3
H 0.0 -0.2 0.1
H 0.2 0.2 -0.1
Cl 0.0 0.0 0.0
H -0.1 0.2 0.0
Cl 0.0 0.0 0.0
C 0.5 -1.0 0.6
H -0.1 0.2 0.1
Cl 0.0 0.0 0.0
H -0.2 0.2 0.1
Cl 0.0 0.0 0.0
H 0.0 0.0 0.3

Total charge ... -1

---

[4]
Computed, not measured: 3 unconnected molecules or ions with the total composition C42H87N7O5P2S2, with wB97M-V/def2-TZVPD.

Positions of all 145 atoms, in Å:
N (5.332714, -1.149470, 7.717766)
H (1.112970, 2.636959, -2.857179)
H (-6.001598, -4.919935, -1.435851)
H (4.892369, -1.698148, 3.707797)
H (1.397587, 8.357562, -6.786131)
H (0.302714, 9.284377, -5.823401)
H (4.789486, 3.228744, 6.788929)
H (-1.847602, 5.420086, -9.012323)
C (1.400979, 2.061083, -1.934480)
H (3.949931, -1.588805, 9.237159)
O (6.465329, -1.578469, 5.644992)
C (-3.088057, 1.056840, -0.230262)
C (-1.300894, -1.985128, 0.946312)
C (-2.202054, -0.744617, -1.312019)
C (6.657650, 1.842593, 7.649477)
H (2.855551, -2.124090, 1.503444)
H (3.826861, 5.635214, -6.150712)
H (-2.869969, 5.302546, -6.292209)
H (4.105224, -1.474334, -3.315020)
H (-1.781944, 6.894606, -8.053868)
C (-1.227209, 5.980839, -8.306049)
C (-1.233588, 7.554654, -4.932040)
C (3.314069, -1.695949, 0.559419)
H (-2.772313, -6.152491, -1.573749)
C (-4.286797, -6.232674, 0.809275)
H (7.166786, 1.146163, 8.319970)
H (3.987948, -0.571750, -1.739894)
N (4.656816, -0.136078, 5.136187)
H (-0.762409, 7.488802, -3.946379)
C (1.724434, -3.852527, 4.112750)
H (2.747549, -4.971359, -0.951131)
C (2.872751, 5.133367, -5.963735)
H (3.047084, 6.240051, -8.163105)
C (-4.409025, -4.680193, 1.130641)
C (3.037855, -2.744142, -0.605202)
H (-0.354142, 6.259092, -8.883749)
C (-2.742032, -6.582346, 0.650597)
C (-2.175911, 4.548169, -6.685669)
C (1.997539, 6.005746, -7.963133)
H (-5.126412, -0.668736, -1.901491)
C (-2.083686, -6.042376, -0.685169)
C (-4.726434, -1.612925, -1.427140)
H (4.426465, -1.610931, 0.740378)
H (3.821096, 2.074287, 5.943882)
H (-5.462111, 0.478783, 3.604893)
H (-2.831471, -2.872362, -1.352856)
H (6.001891, -0.327484, 3.507858)
H (2.935422, 4.124051, -6.391576)
H (0.788988, -1.969785, 1.695288)
H (-0.929344, 0.063593, 0.275941)
H (-5.364868, -3.061978, -3.066953)
C (3.378706, -1.106301, -2.533839)
C (2.641801, -2.319279, -1.869995)
H (-2.206149, -2.415807, 1.476327)
H (-4.628708, -6.795277, 1.735872)
O (-3.277569, 2.186658, 0.077576)
H (2.705948, -4.380791, 4.064645)
H (-5.760704, -1.487833, 2.320314)
H (4.314415, 0.127122, 9.095461)
S (-7.654614, -2.402310, 0.921390)
H (-1.059891, -1.811660, -2.913021)
H (2.644616, -0.313288, 4.523539)
H (-7.193397, 0.555503, 1.121598)
C (-1.783415, -0.681290, 0.203191)
H (1.403626, 8.153000, -5.021696)
H (-2.218230, -6.036068, 1.503219)
H (1.744778, 5.081911, -8.497661)
N (-0.260654, 7.249039, -6.016823)
H (-1.909166, -4.926478, -0.539156)
H (3.177315, -1.573581, 5.652506)
H (7.227960, -2.028948, 8.072056)
N (5.439148, 1.227739, 7.055294)
H (1.428329, -0.025978, -1.219451)
C (-6.741785, -4.015010, 0.788705)
H (-3.423393, -4.139444, 1.080607)
H (2.410754, 2.345075, -1.522435)
P (0.185012, 5.532833, -5.863014)
H (-0.879402, -2.684627, 0.174279)
H (-4.814309, -1.477900, -0.315070)
H (-0.061050, -0.031535, -3.902362)
C (4.849143, 2.292348, 6.224354)
O (0.567188, 4.072513, -5.617937)
H (6.013999, -2.412557, 9.280137)
C (-0.543115, -2.452446, 3.415149)
C (-0.194602, 0.229791, -2.809732)
H (6.407088, 2.725064, 8.241427)
C (-7.229768, 0.147448, 2.174151)
H (-0.815147, 1.165185, -2.776095)
H (6.750300, -0.802620, 9.260336)
N (-0.928352, 5.161719, -7.140953)
H (-6.708235, -2.635753, -1.903486)
H (7.374079, 2.132441, 6.874333)
H (-2.528884, -7.680206, 0.848668)
H (2.834624, 0.102924, 6.180876)
H (2.775593, 5.039190, -4.880941)
C (-5.598026, -2.819140, -1.990935)
H (-1.992240, 3.812936, -5.899382)
H (-1.464835, -3.101197, 3.340896)
H (2.815286, -4.448669, 0.801932)
H (-1.657545, 8.553679, -5.050753)
H (1.454593, 6.845787, -8.396608)
C (1.278599, 0.490556, -2.214173)
O (-2.985119, -0.020695, 0.709189)
O (-2.897744, 0.501465, -1.514533)
H (2.849556, -0.724676, 0.243446)
H (-5.721511, 1.816927, 2.376630)
C (6.380419, -1.617939, 8.624465)
H (-4.242850, -4.509139, -1.461384)
C (2.399793, -0.044710, -3.205877)
H (4.320884, -0.159474, 3.042460)
C (-6.242370, 1.058916, 3.040266)
C (3.275027, -0.512218, 5.395479)
H (-1.074919, -6.484597, -0.908743)
N (1.756933, 5.895732, -6.533287)
H (0.642090, 2.286615, -1.117993)
C (-3.206487, -1.887445, -1.781428)
C (-6.880972, -1.399253, 2.260729)
C (4.169112, -0.794781, 8.516343)
S (-7.554685, -5.384843, 1.192168)
H (-4.757172, -4.593666, 2.209461)
H (-4.933458, -6.601685, -0.029760)
H (1.986583, -0.518918, -4.140182)
H (-3.165052, -2.027878, -2.909571)
C (0.649076, -3.359328, 3.848351)
H (-2.681547, 4.021882, -7.499899)
N (-5.383950, -3.910319, 0.318285)
P (5.928663, -0.316370, 6.318433)
C (3.242019, -4.261093, -0.232907)
H (3.255018, -0.698219, 7.942786)
C (4.984962, -0.606482, 3.788686)
H (-0.074198, -1.525932, -1.440192)
H (-6.808441, 1.682334, 3.800947)
H (-0.254384, -0.536917, 2.288105)
H (4.357455, -4.451940, -0.163320)
H (-2.070851, 6.852724, -4.940621)
C (-0.212123, -1.646095, 2.083569)
C (-0.855295, -1.039199, -2.106414)
C (-5.245905, -4.119073, -1.139658)
C (0.769379, 8.296756, -5.900271)
H (5.434221, 2.479200, 5.320095)
H (-8.273497, 0.378940, 2.554748)
H (1.813913, -2.892831, -2.387623)
H (-7.335615, -1.762097, 3.235602)
H (3.033086, 0.851190, -3.490284)
H (-0.715934, -1.708438, 4.239968)

Force components x, y, z for each atom (eV/Å):
N 0.4 -0.4 0.9
H 0.5 -0.4 0.9
H 1.0 0.7 0.2
H 0.1 0.0 -0.1
H 0.0 -0.3 0.1
H -0.4 -0.2 0.1
H 0.3 -0.2 0.2
H 0.0 -0.2 0.3
C -0.5 -0.9 0.5
H 0.3 -0.1 -0.1
O 3.7 2.2 0.5
C 0.1 -1.8 0.2
C -0.8 1.0 0.5
C 0.9 -2.8 -0.6
C 0.1 -0.1 0.7
H 0.5 0.6 -1.1
H -0.2 0.2 -0.2
H -0.2 0.0 -0.1
H -0.8 0.1 0.9
H 0.0 0.0 -0.1
C -0.2 0.6 0.1
C -0.7 0.0 -0.2
C 0.9 -1.3 -1.1
H 0.8 -0.1 0.9
C 1.1 -0.3 1.0
H -0.1 -0.1 0.0
H -0.6 -0.7 -0.8
N -0.5 0.5 -1.0
H -0.1 0.2 0.0
C 0.5 -0.6 -0.9
H 0.6 0.8 0.5
C -0.2 -0.2 0.3
H 0.0 -0.2 0.2
C -0.7 -0.5 0.7
C -0.4 0.1 -0.5
H 0.2 0.1 0.2
C 0.3 0.2 0.3
C 0.2 -0.4 0.3
C -0.4 0.5 0.0
H 0.8 -0.9 0.4
C -0.3 0.6 0.4
C -0.1 -0.4 -0.6
H -1.1 0.2 0.0
H 0.2 -0.3 -0.1
H -0.7 0.5 -0.6
H -0.5 1.1 -0.3
H -0.1 -0.1 0.1
H 0.0 0.0 0.1
H -0.9 0.7 0.5
H -0.8 -0.6 -0.2
H -0.2 0.4 1.0
C -1.4 0.8 0.5
C 0.9 -0.3 1.3
H 1.0 0.2 -0.9
H 0.2 0.6 -1.2
O -0.2 -0.8 -0.7
H -1.5 0.8 0.5
H -1.1 -0.2 -0.3
H -0.1 0.0 0.0
S 0.3 -0.4 -0.2
H 0.1 0.9 1.0
H 0.3 -0.1 -0.2
H 0.0 -0.8 1.0
C -0.2 -0.1 -0.8
H 0.0 0.1 -0.1
H -0.6 -0.7 -0.9
H 0.0 0.0 -0.1
N 0.0 0.3 3.6
H -0.2 -1.2 -0.4
H -0.1 0.0 0.0
H -0.1 0.1 -0.1
N 3.0 1.4 -1.1
H -0.4 0.4 -1.0
C 0.1 0.5 0.4
H -0.9 -0.7 -0.2
H -0.9 -0.2 -0.7
P 2.8 -1.4 -8.0
H -0.5 0.5 0.9
H -0.3 -0.4 -1.1
H -0.2 0.5 1.2
C -0.4 0.1 -0.4
O -1.8 0.9 4.0
H -0.1 0.1 -0.1
C 1.1 -0.7 0.8
C 1.0 -0.8 0.1
H -0.1 -0.1 -0.1
C -0.1 0.8 0.0
H 0.4 -1.0 0.2
H 0.0 -0.1 0.2
N -1.0 -0.4 -0.1
H 1.2 0.0 -0.1
H 0.0 0.2 0.1
H -0.4 1.2 -0.6
H 0.1 -0.1 0.2
H 0.0 -0.1 -0.1
C 0.4 -0.4 1.3
H 0.1 0.1 0.0
H 1.0 0.8 -0.1
H 0.5 0.0 -1.1
H 0.1 0.0 -0.1
H -0.2 -0.1 -0.1
C -0.2 0.9 -0.6
O 1.0 1.4 -0.5
O 1.0 1.3 2.0
H 0.6 -0.8 0.7
H -0.4 -1.1 0.7
C 0.3 -0.3 -0.3
H -0.8 0.5 0.9
C 0.8 0.2 0.5
H -0.2 0.1 0.2
C -0.1 0.5 0.0
C 0.0 0.4 0.5
H -1.1 0.2 0.2
N 1.1 0.5 0.1
H 0.8 0.0 -1.0
C -0.5 0.2 0.3
C 0.2 0.7 1.2
C -0.1 0.5 0.3
S 0.8 0.9 -0.4
H 0.5 0.0 -1.3
H 0.7 0.6 0.6
H 0.2 0.7 0.9
H 0.2 0.4 1.3
C -0.6 1.4 -0.5
H 0.1 0.1 0.0
N -0.1 -0.5 0.6
P -7.6 -3.9 -0.2
C -1.0 0.9 0.8
H 0.1 0.2 -0.2
C 0.4 -0.1 0.0
H -1.1 0.7 -0.5
H 0.6 -0.9 -0.8
H 0.3 -1.2 -0.2
H -1.3 0.2 -0.3
H 0.1 -0.1 -0.1
C -0.9 -0.8 -0.6
C 0.0 0.7 -1.2
C -1.5 -0.1 -1.5
C 0.5 0.2 -0.1
H -0.1 0.1 0.0
H 1.1 -0.7 -0.6
H 1.8 0.2 -0.1
H 0.8 0.2 -1.1
H -0.7 -1.0 -0.1
H 0.1 -0.8 -0.7

SMILES ... C#CCCC[C@@H]1OC(=O)O[C@@]1(CCCCN(CCCC)C(=S)SCCC)CC[C@H](C)CCC=C(C)C.CN(C)P(=O)(N(C)C)N(C)C.CN(C)P(=O)(N(C)C)N(C)C

---

In order of appearance, calculated total energy = -290.17577, -343.61922, -8589.33921, -3890.61358 hartree.
In order of appearance, frontier orbital gap = 10.2, 11.1, 6.6, 7.3 eV.
In order of appearance, max |F| = 0.8, 0.5, 1.8, 8.6 eV/A.